{"formula": "C8H9ClN4O4PdS", "method": "the ωB97M-V functional and the def2-TZVPD basis", "symbols": ["Pd", "C", "C", "N", "N", "C", "N", "S", "C", "C", "C", "C", "C", "N", "H", "H", "H", "H", "H", "H", "H", "H", "H", "O", "Cl", "O", "O", "O"], "coordinates": [[1.400, -0.270, 0.054], [-2.658, -1.428, 0.262], [-1.400, -0.682, 0.145], [-0.145, -1.359, 0.198], [-0.184, -2.612, 0.371], [1.093, -3.184, 0.432], [1.097, -4.488, 0.583], [2.492, -2.230, 0.324], [-1.282, 0.706, -0.024], [-2.407, 1.541, -0.108], [-2.232, 2.909, -0.285], [-0.946, 3.392, -0.372], [0.166, 2.508, -0.278], [-0.001, 1.225, -0.111], [-2.490, -2.491, 0.387], [-3.269, -1.259, -0.631], [-3.230, -1.049, 1.116], [0.229, -5.003, 0.639], [1.962, -5.008, 0.644], [-3.402, 1.121, -0.035], [-3.085, 3.571, -0.353], [-0.752, 4.448, -0.513], [1.186, 2.874, -0.347], [3.224, 2.745, -0.630], [3.633, 1.398, -0.446], [5.019, 1.219, -0.431], [3.025, 0.875, 0.845], [2.957, 0.529, -1.434]], "de_lowest_kcal_mol": 0.0, "total_energy_ev": -49402.63566, "homo_ha": [-0.6075, -0.6077], "total_charge": 2}